Entry 1:
Computed, not measured: one molecule with the formula C18H23N3O4S, with the ωB97M-V functional and the def2-TZVPD basis.

Summary:
HOMO energy = -0.3147 Eh
Energy above the lowest of the compared OMol25 structures with the same formula, charge and spin = 1827.3 kJ/mol
SMILES = CCCNC(=O)C1CCN(S(=O)(=O)c2ccc3[nH]c(=O)ccc3c2)CC1

Last column: Löwdin charge in e.
Positions of all 49 atoms, in Å:
C  -3.45  -2.13  -0.71  -0.110
C  -3.10  -2.98  0.45  -0.259
C  -1.89  -2.37  1.22  -0.148
N  -0.76  -2.63  0.48  0.122
C  -0.09  -1.72  -0.10  -0.418
O  -0.48  -0.48  0.34  -0.041
C  1.06  -2.05  -0.56  -0.244
C  1.52  -0.75  -1.79  0.039
C  2.97  -0.37  -1.63  -0.150
N  3.42  -0.13  -0.18  -0.168
S  3.45  1.72  0.27  0.768
O  3.96  2.31  -0.98  -0.299
O  4.21  1.39  1.39  -0.271
C  1.84  2.16  0.54  -0.356
C  1.36  2.09  1.71  -0.060
C  -0.12  2.19  2.03  0.081
C  -0.84  2.42  0.90  -0.148
N  -2.33  2.88  1.14  0.147
C  -3.10  3.21  0.02  -0.296
O  -4.35  3.27  0.38  -0.063
C  -2.47  3.43  -1.58  0.174
C  -1.07  3.10  -1.53  0.004
C  -0.37  2.69  -0.31  -0.142
C  1.06  2.44  -0.71  0.126
C  2.82  -0.81  0.82  -0.246
C  2.24  -2.25  0.15  -0.097
H  -3.61  -1.20  -0.48  0.004
H  -4.22  -2.66  -1.31  0.090
H  -2.60  -2.05  -1.55  0.124
H  -3.19  -3.95  0.10  0.082
H  -3.97  -3.00  1.08  0.107
H  -2.26  -1.44  1.50  0.095
H  -2.01  -3.16  2.22  0.190
H  -0.68  -3.46  0.48  0.035
H  1.02  -2.91  -1.14  0.144
H  0.91  0.14  -1.40  0.113
H  1.22  -0.91  -2.61  -0.017
H  3.68  -1.22  -2.05  0.162
H  3.26  0.50  -1.86  0.004
H  1.87  1.77  2.71  0.171
H  -0.58  2.15  2.83  0.034
H  -2.71  2.63  2.01  0.115
H  -3.10  3.68  -2.18  -0.028
H  -0.69  3.01  -2.50  0.087
H  1.58  2.51  -1.48  0.024
H  3.55  -1.19  1.61  0.126
H  2.03  -0.20  1.40  0.120
H  3.11  -2.72  -0.20  0.100
H  1.87  -2.98  1.06  0.174

***

Entry 2:
Computed, not measured: one molecule with the formula C18H23N3O4S, with the ωB97M-V functional and the def2-TZVPD basis.

Summary:
HOMO energy = -0.3185 Eh
Energy above the lowest of the compared OMol25 structures with the same formula, charge and spin = 170.5 kJ/mol
SMILES = CC(=O)c1c(C)[nH]c(C(=O)Nc2cc(S(=O)(=O)N(C)C)ccc2C)c1C

Last column: Löwdin charge in e.
Positions of all 49 atoms, in Å:
C  -5.29  -2.56  0.52  -0.008
C  -3.82  -2.23  0.43  -0.396
O  -2.99  -3.12  0.35  0.077
C  -3.44  -0.82  0.44  -0.071
C  -4.23  0.31  0.21  -0.223
C  -5.65  0.48  -0.18  -0.014
N  -3.44  1.38  0.33  0.143
C  -2.14  1.02  0.64  -0.155
C  -1.22  2.12  0.88  -0.425
O  -1.65  3.22  1.22  0.063
N  0.13  1.93  0.76  0.149
C  0.88  0.96  0.08  -0.210
C  2.04  0.50  0.70  -0.006
C  2.83  -0.44  0.08  -0.264
S  4.36  -0.94  0.87  0.658
O  4.71  -2.26  0.43  -0.279
O  4.27  -0.66  2.27  -0.283
N  5.51  0.11  0.23  -0.337
C  5.36  1.48  0.64  -0.107
C  5.81  -0.10  -1.16  -0.107
C  2.49  -0.95  -1.16  -0.055
C  1.36  -0.46  -1.79  -0.021
C  0.55  0.50  -1.20  -0.198
C  -0.62  1.04  -1.98  -0.018
C  -2.11  -0.36  0.73  -0.137
C  -0.98  -1.23  1.15  -0.009
H  -5.79  -2.31  -0.42  0.079
H  -5.76  -2.00  1.32  0.082
H  -5.41  -3.62  0.70  0.086
H  -5.85  1.53  -0.40  0.082
H  -6.32  0.17  0.63  0.083
H  -5.90  -0.11  -1.06  0.083
H  -3.71  2.35  0.26  0.167
H  0.67  2.66  1.21  0.162
H  2.33  0.86  1.67  0.125
H  4.58  2.00  0.07  0.089
H  5.09  1.47  1.70  0.081
H  6.31  2.00  0.52  0.094
H  5.06  0.36  -1.82  0.089
H  5.84  -1.17  -1.33  0.081
H  6.79  0.33  -1.38  0.094
H  3.10  -1.72  -1.60  0.115
H  1.10  -0.83  -2.77  0.121
H  -0.88  2.04  -1.65  0.087
H  -0.37  1.06  -3.04  0.086
H  -1.49  0.40  -1.85  0.088
H  -0.45  -1.62  0.28  0.092
H  -0.28  -0.69  1.78  0.084
H  -1.37  -2.09  1.69  0.084

***

Entry 3:
Computed, not measured: C18H23N3OS4SbTc as an isolated structure, with the ωB97M-V functional and the def2-TZVPD basis.

Summary:
HOMO energy = -0.4819 Eh
Total charge = +2

Last column: Löwdin charge in e.
Positions of all 51 atoms, in Å:
Tc  -1.21  -0.61  -2.89  0.722
S  0.30  -2.72  -6.49  0.088
Sb  -1.61  -1.75  -6.23  0.184
S  -1.99  -2.47  -3.31  0.323
S  -1.20  0.42  -4.79  0.195
S  -3.68  -1.45  -6.75  0.100
C  -4.29  1.43  -0.63  -0.039
C  -3.89  0.18  -1.43  -0.647
C  -4.78  0.07  -2.72  -0.021
C  -4.07  -1.09  -0.58  -0.036
C  -2.50  0.35  -1.93  -0.140
H  -5.34  1.34  -0.34  0.106
H  -4.19  2.35  -1.23  0.100
H  -3.69  1.53  0.28  0.100
H  -5.81  -0.07  -2.37  0.110
H  -4.51  -0.77  -3.35  0.054
H  -4.74  0.99  -3.32  0.102
H  -5.14  -1.20  -0.36  0.106
H  -3.54  -1.00  0.38  0.098
H  -3.73  -1.99  -1.08  0.045
H  -2.07  1.36  -1.83  0.108
C  2.01  3.56  4.32  -0.033
C  2.41  2.18  3.79  -0.270
C  1.48  1.25  3.39  -0.038
C  1.84  -0.03  2.95  -0.036
C  3.17  -0.39  2.90  -0.250
N  3.65  -1.69  2.47  0.152
C  3.01  -2.71  1.85  -0.497
O  3.28  -3.88  2.02  0.122
N  1.94  -2.40  0.94  0.146
C  1.85  -1.43  -0.04  -0.201
C  2.83  -0.46  -0.34  0.071
C  2.61  0.46  -1.34  -0.003
C  1.45  0.45  -2.07  -0.111
N  0.52  -0.49  -1.80  -0.147
C  0.70  -1.41  -0.81  -0.042
C  4.12  0.53  3.30  -0.018
C  3.74  1.79  3.75  -0.024
H  0.95  3.75  4.17  0.075
H  2.57  4.35  3.82  0.084
H  2.22  3.64  5.38  0.089
H  0.42  1.51  3.45  0.114
H  1.07  -0.75  2.70  0.110
H  4.49  -2.01  2.91  0.158
H  1.37  -3.22  0.82  0.151
H  3.76  -0.45  0.20  0.130
H  3.37  1.21  -1.57  0.137
H  1.26  1.14  -2.87  0.106
H  -0.08  -2.13  -0.64  0.115
H  5.17  0.25  3.28  0.125
H  4.51  2.49  4.07  0.127

***

Entry 4:
Computed, not measured: C18H23N8PPtS3Te as an isolated structure, with the ωB97M-V functional and the def2-TZVPD basis.

Summary:
HOMO energy = -0.0317 Eh
Energy above the lowest of the compared OMol25 structures with the same formula, charge and spin = 88.5 kJ/mol
Total charge = -2

Last column: Löwdin charge in e.
Positions of all 55 atoms, in Å:
Pt  -0.29  -0.41  0.83  0.234
C  -5.12  -2.18  0.61  -0.210
N  -4.10  -2.84  -0.20  -0.154
C  -4.28  -2.45  -1.59  -0.216
N  -4.27  -1.00  -1.82  -0.157
C  -5.29  -0.40  -0.95  -0.211
N  -5.15  -0.73  0.46  -0.155
C  -3.96  -0.09  1.04  -0.337
P  -2.41  -0.61  0.19  0.481
C  -2.76  -2.44  0.27  -0.313
C  -2.95  -0.41  -1.57  -0.322
H  -4.97  -2.43  1.66  0.125
H  -6.10  -2.57  0.29  0.114
H  -5.24  -2.84  -1.93  0.114
H  -3.49  -2.90  -2.19  0.121
H  -6.27  -0.76  -1.29  0.113
H  -5.25  0.69  -1.07  0.123
H  -3.87  -0.34  2.10  0.036
H  -4.04  0.99  0.97  0.054
H  -2.63  -2.75  1.31  0.072
H  -2.00  -2.97  -0.31  0.077
H  -2.21  -0.90  -2.21  0.090
H  -2.96  0.65  -1.80  0.054
N  0.49  -2.34  1.00  -0.028
C  1.05  -3.34  1.08  -0.172
C  1.74  -4.56  1.19  -0.294
C  2.92  -4.63  1.97  -0.279
N  3.88  -4.71  2.60  0.083
C  1.31  -5.68  0.46  -0.281
N  0.97  -6.62  -0.14  0.080
S  1.95  0.36  -0.19  0.525
C  2.16  0.89  1.41  -0.893
N  1.67  2.09  1.81  -0.022
C  1.29  2.27  3.21  -0.200
C  2.35  1.68  4.12  -0.167
C  2.58  0.23  3.73  -0.202
N  2.87  0.15  2.30  0.000
H  0.93  2.39  1.17  0.012
H  0.32  1.78  3.39  0.057
H  1.17  3.34  3.39  0.115
H  2.01  1.72  5.15  0.093
H  3.29  2.24  4.03  0.111
H  1.68  -0.36  3.94  0.039
H  3.42  -0.21  4.27  0.117
H  3.06  -0.77  1.94  0.103
S  -1.35  1.61  0.38  -0.096
Te  -1.25  -0.77  3.82  0.606
C  -0.66  0.27  5.56  -1.087
C  -0.96  1.56  5.94  -0.295
C  -0.35  1.97  7.16  -0.244
C  0.42  0.99  7.72  -0.480
S  0.40  -0.42  6.73  0.855
H  -1.61  2.19  5.34  0.088
H  -0.47  2.95  7.60  0.081
H  0.99  1.03  8.63  0.038

***

Computed values of gap between HOMO and LUMO (unit: Ha) for the preceding records, in sequence: 0.292, 0.337, 0.124, 0.190.
Computed values of calculated total energy (unit: Ha) for the preceding records, in sequence: -1562.5169, -1563.1479, -2852.3770, -3061.0947.